Record 1
2 unconnected molecules or ions with the total composition CH3ClN2O2 at a distorted geometry. Source: the Open Molecules 2025 dataset; level of theory: wB97M-V/def2-TZVPD.

```
! wB97M-V def2-TZVPD RIJCOSX def2/J DEFGRID3
* xyz 0 1
O 0.832 -1.170 -0.905
N 0.966 -0.062 -0.398
C 0.588 -0.071 1.011
Cl -0.841 1.039 1.114
H 0.403 -1.059 1.377
H 1.223 0.462 1.648
N -1.358 0.662 -1.302
O -1.565 -0.454 -1.574
H -0.247 0.654 -0.972
*
```

largest force on an atom = 1.84 eV/Å
ΔE to the lowest compared entry with this formula, charge and spin = 92.0 kcal/mol
HOMO = -0.333 Eh
LUMO energy = -0.03734 hartree
HOMO-LUMO gap = 8.04 eV
SMILES string = O=NCCl.N=O

Listed below, in e, are the natural (NBO) charges computed for each atom: O -0.279; N 0.013; C -0.250; Cl -0.028; H 0.217; H 0.224; N 0.079; O -0.219; H 0.244

***

Record 2
C6H8BrF3N2 in the gas phase at a distorted geometry. Source: the Open Molecules 2025 dataset; level of theory: wB97M-V/def2-TZVPD.

```
! wB97M-V def2-TZVPD RIJCOSX def2/J DEFGRID3
* xyz 0 1
C 1.354 -0.234 -1.833
N 1.645 -0.327 -0.614
N 1.342 0.663 0.237
C 2.314 0.746 1.299
C 0.153 1.352 0.202
C -1.035 0.794 -0.024
Br -2.590 1.707 -0.127
C -1.130 -0.744 -0.117
C -2.531 -1.314 0.209
F -2.379 -2.610 0.370
F -3.049 -0.865 1.354
F -3.397 -1.085 -0.857
H 1.509 -1.036 -2.535
H 0.833 0.656 -2.316
H 2.906 1.785 1.305
H 2.001 0.494 2.400
H 3.001 -0.118 1.167
H 0.180 2.414 0.318
H -0.482 -1.349 0.612
H -0.643 -0.929 -1.050
*
```

largest force on an atom = 3.39 eV/Å
ΔE to the lowest compared entry with this formula, charge and spin = 27.0 kcal/mol
HOMO = -0.300 Eh
LUMO energy = 0.02641 hartree
HOMO-LUMO gap = 8.89 eV
SMILES string = C=NN(C)/C=C(/Br)CC(F)(F)F

Listed below, in e, are the natural (NBO) charges computed for each atom: C -0.153; N -0.229; N -0.304; C -0.421; C -0.054; C -0.141; Br 0.139; C -0.556; C 0.990; F -0.317; F -0.314; F -0.343; H 0.192; H 0.160; H 0.201; H 0.197; H 0.241; H 0.205; H 0.253; H 0.256